The following is a DFT calculation (wB97M-V/def2-TZVPD) of C2H6KO2 as an isolated structure at a distorted geometry.

Output
- gap between HOMO and LUMO (eV) = 8.7
- F_max (eV/Å) = 1.19
- charge = +1
- HOMO (eV) = -13.2
- energy above the lowest of the compared OMol25 structures with the same formula, charge and spin (eV) = 0.8587

Atoms and positions in Å:
K -1.49986 1.33969 3.13169
C 0.96331 -0.63886 -0.52674
H 0.99695 -1.63603 -0.95800
H 1.71159 -0.56848 0.27328
H 0.70723 1.06664 -1.36606
H -0.49540 -0.93969 1.04405
O -0.56864 1.00902 0.31428
H -1.47057 1.25870 0.09237
O 1.25356 0.29543 -1.55112
H -1.18928 -0.79686 -0.55218
C -0.40889 -0.38955 0.09844